(1)
Formula: C30H25AsN2OS4Sr
Source: the Open Molecules 2025 dataset
Level of theory: the ωB97M-V functional and the def2-TZVPD basis

```
! wB97M-V def2-TZVPD RIJCOSX def2/J DEFGRID3
* xyz -2 1
Sr -0.3599 0.8281 1.6594
S -0.8733 -1.2201 3.7183
C -0.8492 -2.3873 2.4404
C -0.6612 -3.7193 2.6814
C -0.6681 -4.8056 1.7505
C -0.4254 -4.8005 0.4178
C -0.0624 -3.6336 -0.3375
C -0.2743 -2.3585 0.0219
As 0.2325 -0.8281 -1.0921
C -0.2698 -1.5416 -2.8382
C -1.6241 -1.8187 -3.0411
C -2.0498 -2.3084 -4.2662
C -1.1418 -2.5161 -5.2989
C 0.1987 -2.2221 -5.1042
C 0.6338 -1.7332 -3.8764
C 2.1843 -0.8851 -1.2001
C 2.9671 -2.0305 -1.3318
C 4.3495 -1.9341 -1.3501
C 4.9641 -0.6915 -1.2245
C 4.1955 0.4517 -1.0784
C 2.8081 0.3522 -1.0681
H -0.5451 -3.9877 3.7246
H -0.8270 -5.7827 2.2026
H -0.4152 -5.7503 -0.1061
H 0.4355 -3.8027 -1.2889
H -2.3300 -1.6301 -2.2355
H -3.1007 -2.5265 -4.4169
H -1.4816 -2.8998 -6.2541
H 0.9117 -2.3735 -5.9066
H 1.6821 -1.5049 -3.7276
H 2.4968 -3.0044 -1.4060
H 4.9516 -2.8306 -1.4478
H 6.0460 -0.6221 -1.2231
H 4.6565 1.4226 -0.9431
H 2.2107 1.2492 -0.9367
S 2.2695 1.7000 2.4855
C 2.7874 2.9627 1.3770
C 4.1468 3.3178 1.4024
C 4.6907 4.2830 0.5720
C 3.8637 4.9414 -0.3319
C 2.5181 4.6167 -0.3701
C 1.9434 3.6422 0.4609
S 0.2154 3.3430 0.2843
H 4.7805 2.7902 2.1059
H 5.7495 4.5146 0.6291
H 4.2591 5.6993 -1.0001
H 1.8605 5.1211 -1.0687
N -2.7968 1.6858 0.9326
C -3.6961 2.0344 1.9349
C -3.9412 3.3696 2.2676
C -4.8144 3.6892 3.2965
C -5.4580 2.6929 4.0165
C -5.2056 1.3630 3.6938
C -4.3381 1.0284 2.6702
H -2.9843 0.7650 0.4546
H -2.5506 2.4329 0.2953
H -3.4273 4.1526 1.7216
H -4.9856 4.7317 3.5404
H -6.1342 2.9458 4.8240
H -5.6836 0.5698 4.2569
H -4.1191 -0.0084 2.4369
O -2.9790 -0.6933 -0.2740
S -2.8251 -1.9434 0.6676
N -1.1108 -1.9021 1.1013
*
```

Results
orbital gap = 0.212 Ha
LUMO energy = 4.434 eV
E_HOMO = -1.35 eV

Here are the natural (NBO) charges for atoms 1 to 4, given in e: atom 1 (Sr): 1.7219, atom 2 (S): -0.4760, atom 3 (C): 0.0985, atom 4 (C): -0.4048

(2)
Formula: C3H8N2
Source: the Open Molecules 2025 dataset
Level of theory: the ωB97M-V functional and the def2-TZVPD basis

```
! wB97M-V def2-TZVPD RIJCOSX def2/J DEFGRID3
* xyz 0 1
C 1.7009 -2.6079 0.2045
C 0.7815 -1.6658 0.3168
N 0.9982 -0.3111 0.2533
H 2.7758 -2.5507 0.0408
H 1.5393 -3.6757 0.3345
H -0.2596 -1.9584 0.3939
H 0.2369 0.3340 0.2154
H 1.9043 0.0583 0.0344
C -2.1934 2.3084 -0.5895
N -1.8451 2.8691 0.4742
H -3.2284 2.3023 -0.9099
H -1.5579 1.8059 -1.3220
H -0.8526 3.0915 0.5534
*
```

Results
orbital gap = 0.331 Ha
LUMO energy = 0.844 eV
E_HOMO = -8.16 eV
SMILES = C=CN.C=N

Here are the natural (NBO) charges for atoms 1 to 4, given in e: atom 1 (C): -0.5485, atom 2 (C): 0.0112, atom 3 (N): -0.8222, atom 4 (H): 0.1927